Version a
The following is a DFT calculation (ωB97M-V with the def2-TZVPD basis set) of a cluster of 10 separate species, C55H134N10O10 in total.

Results
- Structure (SMILES): CC1(C)CCCC(C)(C)N1O.CC1(C)CCCC(C)(C)N1O.CC1(C)CCCC(C)(C)N1O.COC[C@H](C)N.COC[C@H](C)N.COC[C@H](C)N.COC[C@H](C)N.COC[C@H](C)N.COC[C@H](C)N.COC[C@H](C)N
- Frontier orbital gap: 8.9 eV
- HOMO energy: -8.3 eV

Each line ends with the Mulliken charge.
Element x y z (Å)
C1 5.596 3.771 -4.018  -2.181
C2 5.186 2.261 -4.052  1.942
C3 4.420 2.004 -5.382  -1.262
C4 4.352 0.503 -5.688  0.675
C5 5.795 -0.115 -5.818  -1.562
C6 6.544 0.057 -4.496  1.675
N1 6.486 1.498 -4.088  0.166
O1 7.154 1.775 -2.819  -0.489
C7 6.006 -0.894 -3.420  -1.209
C8 7.994 -0.245 -4.852  -1.874
C9 4.378 1.972 -2.786  -0.824
H1 4.687 4.332 -4.232  0.364
H2 6.299 3.884 -4.818  0.539
H3 6.095 4.075 -3.060  0.403
H4 3.468 2.541 -5.352  0.370
H5 5.042 2.473 -6.169  0.382
H6 3.848 0.354 -6.633  0.620
H7 3.817 -0.139 -4.943  -0.860
H8 6.359 0.394 -6.620  0.414
H9 5.736 -1.188 -6.037  0.402
H10 6.162 -0.498 -2.394  0.234
H11 4.926 -1.104 -3.430  -0.081
H12 6.391 -1.917 -3.536  0.374
H13 8.054 -1.290 -5.154  0.404
H14 8.321 0.505 -5.579  0.486
H15 8.580 -0.169 -3.890  0.349
H16 3.509 2.612 -2.681  -0.152
H17 4.857 2.125 -1.837  0.438
H18 3.975 0.951 -2.892  -0.145
H19 7.775 2.455 -3.131  0.371
C10 -0.676 0.513 3.207  -2.017
C11 -1.071 0.700 1.744  2.488
C12 -2.469 1.239 1.686  -1.616
C13 -2.871 1.665 0.284  1.024
C14 -1.959 2.761 -0.224  -1.791
C15 -0.492 2.246 -0.139  2.401
N2 -0.152 1.659 1.181  0.585
O2 1.155 1.164 1.160  -0.053
C16 -0.254 1.291 -1.363  0.386
C17 0.401 3.502 -0.321  -2.209
C18 -0.975 -0.699 0.994  -0.352
H20 0.381 0.254 3.267  -0.186
H21 -1.336 -0.179 3.728  0.279
H22 -0.816 1.534 3.573  0.659
H23 -3.164 0.491 2.082  0.125
H24 -2.498 2.062 2.415  0.506
H25 -3.850 2.131 0.397  0.541
H26 -3.045 0.831 -0.411  -0.880
H27 -1.961 3.589 0.479  0.457
H28 -2.250 3.130 -1.220  0.065
H29 -1.160 0.819 -1.746  -0.483
H30 0.150 1.793 -2.250  -0.570
H31 0.442 0.495 -1.090  -0.272
H32 0.419 4.013 0.667  0.492
H33 1.454 3.274 -0.525  0.064
H34 0.079 4.139 -1.153  0.608
H35 -1.570 -1.368 1.578  0.463
H36 0.067 -0.988 1.075  -0.283
H37 -1.239 -0.674 -0.051  -0.632
H38 1.626 1.824 1.718  -0.034
C19 1.979 -2.174 3.425  -1.945
C20 2.641 -3.571 3.212  1.941
C21 3.000 -4.261 4.562  -1.380
C22 1.751 -4.802 5.308  -0.528
C23 1.046 -5.745 4.375  -1.355
C24 0.584 -5.150 3.062  1.936
N3 1.765 -4.452 2.381  -0.088
O3 1.463 -3.867 1.121  -0.408
C25 0.106 -6.259 2.108  -1.597
C26 -0.673 -4.206 3.285  -1.617
C27 3.898 -3.287 2.354  -1.814
H39 1.072 -2.157 4.030  0.151
H40 1.698 -1.694 2.477  0.349
H41 2.676 -1.502 3.909  0.809
H42 3.711 -5.064 4.428  0.375
H43 3.531 -3.549 5.194  0.429
H44 1.055 -4.016 5.649  0.311
H45 2.108 -5.377 6.156  0.406
H46 0.135 -6.063 4.911  0.316
H47 1.669 -6.628 4.158  0.360
H48 -0.815 -6.693 2.451  0.442
H49 -0.116 -5.833 1.129  0.117
H50 0.911 -7.003 2.026  0.405
H51 -1.502 -4.912 3.260  0.713
H52 -0.672 -3.665 4.233  0.275
H53 -0.733 -3.463 2.492  0.029
H54 4.538 -2.520 2.786  0.357
H55 3.511 -3.028 1.356  0.219
H56 4.474 -4.215 2.306  0.474
H57 0.959 -3.032 1.173  0.315
C28 -7.694 -5.048 3.805  -1.595
C29 -6.866 -3.859 3.694  0.533
C30 -5.951 -3.943 2.438  -0.800
O4 -5.233 -2.832 2.345  0.097
C31 -4.403 -2.857 1.217  -0.578
N4 -7.598 -2.618 3.755  -0.640
H58 -8.334 -5.105 2.928  0.342
H59 -8.344 -4.880 4.635  0.431
H60 -7.086 -5.951 3.832  0.388
H61 -6.225 -3.728 4.557  0.224
H62 -6.484 -4.077 1.464  0.371
H63 -5.335 -4.861 2.507  0.276
H64 -3.733 -3.738 1.260  0.518
H65 -3.818 -1.934 1.117  -0.450
H66 -5.042 -2.912 0.302  0.336
H67 -8.322 -2.608 3.065  0.276
H68 -6.941 -1.884 3.507  0.210
C32 4.571 3.286 1.187  -1.149
C33 3.551 4.217 1.819  2.154
C34 3.326 3.937 3.356  -1.278
O5 2.674 2.746 3.644  -0.084
C35 2.547 2.483 5.032  -0.823
N5 3.973 5.566 1.614  -0.742
H69 4.443 2.232 1.439  0.277
H70 5.558 3.622 1.512  0.446
H71 4.451 3.408 0.120  0.094
H72 2.571 4.088 1.368  -1.135
H73 2.700 4.750 3.751  0.450
H74 4.228 3.973 3.970  0.401
H75 3.475 2.499 5.603  0.354
H76 2.083 1.500 5.143  0.136
H77 1.899 3.244 5.495  0.354
H78 3.307 6.258 1.895  0.296
H79 4.753 5.703 2.272  0.303
C36 -3.222 -1.211 -2.714  -1.471
C37 -2.283 -1.971 -3.631  1.822
C38 -1.899 -3.316 -2.997  -1.743
O6 -1.006 -3.167 -1.901  0.243
C39 -0.477 -4.452 -1.558  -0.760
N6 -2.989 -2.274 -4.870  -0.798
H80 -3.360 -0.174 -3.012  0.205
H81 -2.831 -1.370 -1.703  -0.198
H82 -4.179 -1.739 -2.768  0.739
H83 -1.385 -1.350 -3.823  -0.195
H84 -1.449 -3.960 -3.783  0.525
H85 -2.854 -3.823 -2.692  0.384
H86 -1.345 -5.053 -1.285  0.394
H87 0.219 -4.255 -0.764  0.036
H88 0.050 -5.006 -2.353  0.340
H89 -2.391 -2.584 -5.624  0.252
H90 -3.521 -1.463 -5.170  0.292
C40 1.065 7.749 -3.665  -1.349
C41 1.950 6.625 -3.101  0.509
C42 1.573 5.321 -3.833  0.398
O7 0.241 4.965 -3.518  -0.390
C43 -0.108 3.748 -4.184  -0.378
N7 3.355 6.833 -3.388  -0.575
H91 -0.006 7.541 -3.415  0.252
H92 1.220 7.834 -4.730  0.347
H93 1.376 8.676 -3.191  0.447
H94 1.849 6.424 -2.047  0.184
H95 2.230 4.526 -3.471  -0.747
H96 1.697 5.391 -4.920  0.488
H97 -0.927 3.215 -3.726  -0.052
H98 0.636 2.958 -4.121  0.039
H99 -0.378 3.950 -5.212  0.491
H100 3.668 7.770 -3.134  0.232
H101 3.893 6.091 -2.960  0.136
C44 3.246 -3.327 -5.129  -1.219
C45 1.851 -3.236 -4.503  0.524
C46 1.566 -1.804 -4.188  0.285
O8 2.367 -1.167 -3.251  0.403
C47 2.031 -1.589 -1.945  -0.734
N8 0.745 -3.542 -5.394  -0.424
H102 3.567 -4.349 -5.202  0.497
H103 4.026 -2.836 -4.507  -0.009
H104 3.298 -2.860 -6.111  0.330
H105 1.691 -3.853 -3.645  0.216
H106 0.539 -1.716 -3.855  -1.563
H107 1.579 -1.304 -5.174  0.627
H108 0.928 -1.495 -1.845  -0.153
H109 2.466 -0.869 -1.208  0.161
H110 2.329 -2.589 -1.692  0.517
H111 0.789 -4.536 -5.603  0.281
H112 0.898 -3.062 -6.306  0.320
C48 -6.572 0.416 0.488  -0.213
C49 -7.191 0.027 -0.886  -0.059
C50 -6.975 1.140 -1.923  -0.845
O9 -5.612 1.336 -2.121  0.044
C51 -5.200 2.454 -2.862  -0.531
N9 -6.744 -1.236 -1.349  -0.410
H113 -6.745 1.436 0.864  0.429
H114 -5.490 0.265 0.352  -0.365
H115 -6.880 -0.270 1.315  -0.046
H116 -8.257 0.024 -0.753  0.479
H117 -7.388 2.066 -1.503  0.451
H118 -7.485 0.887 -2.854  0.334
H119 -4.112 2.517 -2.838  -0.171
H120 -5.636 3.373 -2.417  0.391
H121 -5.399 2.453 -3.943  0.283
H122 -7.247 -1.560 -2.140  0.291
H123 -5.798 -1.316 -1.653  0.026
C52 -2.946 3.518 7.117  -1.162
C53 -2.948 2.270 7.993  0.252
C54 -3.333 1.003 7.175  -0.041
O10 -4.616 1.159 6.684  -0.380
C55 -4.966 0.114 5.761  -0.631
N10 -1.675 1.973 8.654  -0.668
H124 -2.102 3.417 6.409  0.136
H125 -2.705 4.380 7.709  0.376
H126 -3.893 3.632 6.556  0.318
H127 -3.690 2.351 8.781  0.416
H128 -3.198 0.148 7.869  0.359
H129 -2.542 0.951 6.403  -0.240
H130 -4.668 0.244 4.710  0.101
H131 -6.027 -0.023 5.713  0.327
H132 -4.570 -0.833 6.115  0.409
H133 -0.853 2.071 8.071  0.192
H134 -1.520 2.611 9.425  0.268

Version b
The following is a DFT calculation (ωB97M-V with the def2-TZVPD basis set) of a cluster of 10 separate species, C55H134N10O10 in total.

Results
- Structure (SMILES): CC1(C)CCCC(C)(C)N1O.CC1(C)CCCC(C)(C)N1O.CC1(C)CCCC(C)(C)N1O.COC[C@H](C)N.COC[C@H](C)N.COC[C@H](C)N.COC[C@H](C)N.COC[C@H](C)N.COC[C@H](C)N.COC[C@H](C)N
- Frontier orbital gap: 8.5 eV
- HOMO energy: -8.0 eV

Each line ends with the Mulliken charge.
Element x y z (Å)
C1 14.616 17.056 12.081  -2.216
C2 16.023 16.916 11.602  1.674
C3 16.088 16.103 10.309  -1.059
C4 17.366 16.321 9.578  -0.767
C5 17.689 17.785 9.377  -1.236
C6 17.770 18.521 10.732  1.633
N1 16.505 18.254 11.421  -0.291
O1 16.596 18.811 12.753  2.407
C7 19.040 18.087 11.513  -1.316
C8 17.839 20.058 10.464  -2.119
C9 16.766 16.135 12.738  -1.045
H1 14.247 15.999 12.204  0.431
H2 13.988 17.563 11.393  0.577
H3 14.536 17.588 13.038  -0.150
H4 15.905 15.045 10.479  0.301
H5 15.289 16.379 9.607  0.382
H6 17.371 15.950 8.576  0.495
H7 18.180 15.842 10.059  0.359
H8 16.808 18.270 8.922  0.398
H9 18.569 17.817 8.844  0.378
H10 19.336 17.098 11.220  0.260
H11 19.875 18.842 11.464  0.379
H12 18.756 18.025 12.554  0.082
H13 17.046 20.428 9.849  0.317
H14 17.762 20.516 11.417  0.453
H15 18.843 20.360 10.141  0.441
H16 16.459 16.517 13.730  -0.627
H17 17.855 16.115 12.627  0.506
H18 16.363 15.108 12.739  0.561
H19 15.765 19.290 12.865  -0.821
C10 17.666 18.048 17.919  -1.667
C11 16.773 19.160 17.416  2.439
C12 15.966 19.838 18.545  -0.769
C13 15.251 21.070 18.028  1.032
C14 16.249 22.103 17.471  -0.831
C15 17.146 21.512 16.401  2.450
N2 17.659 20.190 16.847  0.787
O2 18.348 19.565 15.778  0.509
C16 16.463 21.533 15.039  0.557
C17 18.441 22.399 16.288  -2.366
C18 15.706 18.564 16.422  -0.682
H20 18.217 18.417 18.777  -0.530
H21 18.324 17.598 17.204  0.449
H22 16.978 17.291 18.282  0.594
H23 15.266 19.161 19.013  1.133
H24 16.665 20.170 19.241  -1.422
H25 14.630 21.630 18.682  0.777
H26 14.549 20.784 17.170  -1.315
H27 16.865 22.522 18.237  0.709
H28 15.787 22.955 17.015  -0.903
H29 16.448 22.604 14.711  -0.737
H30 16.900 20.975 14.224  -0.448
H31 15.458 21.189 15.173  -0.314
H32 18.085 23.437 16.193  0.413
H33 18.981 22.290 17.206  0.607
H34 19.099 22.190 15.508  0.050
H35 15.153 17.756 16.926  0.512
H36 16.179 18.073 15.567  -0.089
H37 15.108 19.356 16.006  -1.116
H38 19.298 19.642 15.933  -0.120
C19 17.637 11.293 18.747  -1.544
C20 17.318 11.942 17.373  0.973
C21 16.339 13.095 17.478  -1.336
C22 16.330 14.001 16.246  -0.616
C23 17.704 14.476 15.993  -0.031
C24 18.655 13.325 15.700  1.949
N3 18.619 12.538 16.941  1.100
O3 19.609 11.455 16.935  -0.535
C25 18.275 12.644 14.366  -2.171
C26 20.067 13.878 15.786  -1.815
C27 16.719 10.926 16.368  -1.811
H39 16.770 11.238 19.450  0.313
H40 18.555 11.585 19.289  0.264
H41 17.834 10.220 18.584  0.487
H42 15.351 12.660 17.602  0.611
H43 16.616 13.678 18.399  0.056
H44 15.627 14.865 16.420  0.060
H45 15.917 13.518 15.417  0.520
H46 18.075 14.917 16.932  -0.318
H47 17.932 15.295 15.264  0.000
H48 18.722 13.200 13.593  0.435
H49 18.552 11.598 14.312  0.349
H50 17.230 12.786 14.101  0.373
H51 20.112 14.542 16.635  0.129
H52 20.773 13.096 15.873  0.589
H53 20.390 14.503 14.954  0.395
H54 15.738 10.627 16.683  0.468
H55 17.304 10.000 16.332  0.417
H56 16.570 11.195 15.332  0.375
H57 19.029 10.636 16.841  0.384
C28 15.171 26.400 15.035  -1.390
C29 14.649 26.096 13.660  0.506
C30 15.571 25.086 12.936  0.692
O4 16.899 25.585 12.893  -0.425
C31 17.876 24.538 12.952  -0.709
N4 13.248 25.579 13.721  -0.647
H58 16.197 26.660 15.020  0.499
H59 15.123 25.459 15.626  0.246
H60 14.520 27.222 15.514  0.300
H61 14.542 26.979 13.006  0.329
H62 15.285 24.932 11.914  0.370
H63 15.518 24.073 13.298  -0.884
H64 18.812 25.026 12.834  0.412
H65 17.674 23.814 12.123  0.278
H66 17.917 23.911 13.870  0.155
H67 12.697 25.888 14.495  0.321
H68 13.320 24.524 13.874  -0.036
C32 13.087 24.425 18.049  -0.444
C33 13.212 25.214 19.339  0.322
C34 14.124 24.366 20.344  -1.075
O5 13.639 23.113 20.602  -0.035
C35 12.365 23.210 21.259  -1.090
N5 13.880 26.438 19.159  -0.596
H69 12.403 24.993 17.368  0.478
H70 12.674 23.407 18.155  -0.132
H71 14.095 24.451 17.596  0.051
H72 12.176 25.228 19.649  0.224
H73 14.214 24.916 21.284  0.539
H74 15.078 24.319 19.915  0.300
H75 11.520 23.469 20.609  0.301
H76 12.322 23.921 22.024  0.438
H77 12.167 22.154 21.474  0.267
H78 13.592 27.204 19.823  0.250
H79 13.792 26.756 18.216  0.199
C36 18.268 20.361 21.274  -1.361
C37 16.858 20.672 21.791  1.029
C38 16.656 20.304 23.269  -1.341
O6 16.878 18.922 23.548  -0.347
C39 15.706 18.224 23.884  -0.748
N6 16.650 22.077 21.551  -0.436
H80 18.347 20.571 20.229  0.229
H81 18.500 19.275 21.428  0.199
H82 18.970 20.952 21.907  0.460
H83 16.116 20.174 21.186  0.095
H84 15.677 20.560 23.453  0.635
H85 17.209 20.979 23.839  0.452
H86 15.091 18.748 24.590  0.352
H87 16.062 17.294 24.294  0.260
H88 15.063 18.060 23.011  0.262
H89 17.387 22.586 22.093  0.314
H90 15.743 22.362 21.951  0.186
C40 10.494 20.028 17.632  -1.669
C41 10.499 19.645 16.186  2.366
C42 10.459 18.141 15.811  -1.166
O7 11.587 17.492 16.483  -0.330
C43 12.203 16.418 15.820  -0.529
N7 9.482 20.279 15.332  -0.716
H91 10.764 21.064 17.856  0.296
H92 11.304 19.465 18.052  0.375
H93 9.551 19.771 18.086  0.415
H94 11.521 19.946 15.898  -1.143
H95 10.569 18.046 14.756  0.471
H96 9.524 17.694 16.057  0.387
H97 11.530 15.828 15.200  0.496
H98 12.667 15.702 16.514  0.231
H99 12.985 16.711 15.182  -0.034
H100 9.431 21.286 15.533  0.357
H101 9.809 20.251 14.381  0.315
C44 20.395 16.371 20.539  -1.232
C45 20.017 14.983 20.052  1.691
C46 20.812 13.919 20.707  -1.026
O8 20.565 12.556 20.174  -0.346
C47 21.544 12.228 19.189  -0.585
N8 18.525 14.813 20.136  -0.391
H102 20.008 16.507 21.533  0.424
H103 19.881 17.093 19.925  -0.237
H104 21.456 16.533 20.539  0.516
H105 20.296 14.932 18.996  -0.565
H106 20.532 13.780 21.781  0.200
H107 21.878 14.203 20.668  0.442
H108 22.481 12.248 19.680  0.457
H109 21.515 13.022 18.360  0.145
H110 21.243 11.281 18.801  0.160
H111 18.280 13.827 19.973  0.075
H112 18.240 15.024 21.047  0.302
C48 13.018 22.497 11.561  -1.873
C49 13.629 21.787 12.731  2.712
C50 12.590 21.029 13.580  -0.708
O9 11.725 21.979 14.234  -0.449
C51 12.245 22.516 15.401  0.199
N9 14.646 20.818 12.301  0.027
H113 12.542 21.898 10.797  0.427
H114 13.734 23.061 11.000  0.445
H115 12.343 23.274 11.917  0.383
H116 14.148 22.547 13.367  -2.334
H117 13.094 20.424 14.268  0.096
H118 11.939 20.491 12.875  0.486
H119 12.374 21.693 16.100  -0.053
H120 11.456 23.212 15.679  0.408
H121 13.167 23.085 15.285  -0.234
H122 14.174 20.247 11.672  0.066
H123 15.373 21.270 11.824  0.056
C52 23.489 20.110 14.077  -1.578
C53 22.079 19.906 14.629  1.000
C54 21.944 20.437 16.070  -1.221
O10 20.897 19.810 16.782  -0.069
C55 20.753 20.147 18.157  -0.573
N10 21.268 20.789 13.869  -0.459
H124 23.385 19.867 13.013  0.433
H125 24.224 19.404 14.485  0.376
H126 23.824 21.162 14.224  0.328
H127 21.870 18.798 14.670  0.036
H128 21.774 21.490 15.859  0.499
H129 22.940 20.332 16.538  0.353
H130 20.982 19.330 18.843  0.051
H131 19.654 20.281 18.321  0.041
H132 21.378 21.008 18.371  0.483
H133 20.349 21.008 14.209  -0.134
H134 21.314 20.835 12.807  0.213

What is the least stable structure shown above? It is version b.